1.
{"formula": "C16H22FN5O4", "method": "ωB97M-V/def2-TZVPD", "homo_ev": -9.023, "lumo_energy_ev": -1.2, "smiles": "[H]/N=C(\\N)NCCCCC1=C(C(=O)NC(=O)F)C(=O)C(CCCN)=CC1=O", "gap_ev": 7.80, "species": ["N", "C", "N", "N", "C", "C", "C", "C", "C", "C", "C", "O", "N", "C", "O", "F", "C", "O", "C", "C", "C", "C", "N", "C", "C", "O", "H", "H", "H", "H", "H", "H", "H", "H", "H", "H", "H", "H", "H", "H", "H", "H", "H", "H", "H", "H", "H", "H"], "coordinates": [[4.0214, -3.0441, 0.0326], [2.8996, -2.6880, -0.4269], [1.6492, -3.2735, 0.0709], [2.7292, -1.6682, -1.4246], [3.4665, -0.4254, -1.1036], [3.3064, 0.0212, 0.3803], [3.5084, 1.5423, 0.5980], [2.2095, 2.4221, 0.4947], [1.0082, 1.7317, -0.1692], [0.1429, 1.0234, 0.5653], [0.2379, 0.8315, 2.0610], [1.2227, 0.5975, 2.6730], [-1.0315, 1.0056, 2.8050], [-1.6107, -0.2578, 3.1772], [-2.7064, -0.2995, 3.5140], [-0.8557, -1.3623, 3.0866], [-1.0333, 0.3541, -0.1495], [-1.4563, -0.6737, 0.2861], [-1.6189, 0.9764, -1.4225], [-3.0826, 0.7726, -1.8213], [-4.0744, 0.7118, -0.6193], [-4.4028, -0.7373, -0.1237], [-5.7756, -1.1970, -0.4370], [-0.7533, 1.6761, -2.1522], [0.6954, 1.8341, -1.6677], [1.5203, 2.0682, -2.4923], [3.8313, -3.7587, 0.7415], [1.6405, -4.2786, -0.0720], [1.5350, -3.0368, 1.0543], [3.0831, -2.0572, -2.2987], [4.5383, -0.5452, -1.3867], [3.0684, 0.3816, -1.7501], [2.3667, -0.3883, 0.7884], [4.1226, -0.4889, 0.9371], [3.8828, 1.6607, 1.6382], [4.3332, 1.9228, -0.0393], [2.4594, 3.3049, -0.1306], [1.8582, 2.7902, 1.4769], [-0.7157, 1.4159, 3.6922], [-3.2004, -0.1473, -2.4341], [-3.3948, 1.6271, -2.4589], [-3.7284, 1.3137, 0.2491], [-5.0455, 1.1644, -0.9220], [-4.1760, -0.8649, 0.9563], [-3.6901, -1.4200, -0.6396], [-6.2867, -0.5383, -1.0156], [-5.6699, -2.0785, -0.9316], [-1.0426, 2.1836, -3.0853]], "atomic_forces_ev_per_a": [[0.0, 0.1, -0.2], [-0.8, -0.5, 0.5], [0.3, 0.6, -0.6], [0.2, -0.2, 0.6], [0.2, 0.6, -0.4], [1.2, -0.7, -0.4], [-0.2, -0.3, 1.0], [0.0, 0.3, -1.4], [0.3, 0.2, 0.5], [-1.0, -0.1, -0.7], [-1.4, 0.1, -0.4], [1.4, 0.1, 0.3], [1.7, -1.1, -0.4], [1.6, 1.0, -1.3], [-3.3, -0.7, 1.4], [0.4, 0.5, -0.1], [0.2, 1.0, -0.4], [-0.6, -0.9, 0.6], [0.0, 0.0, 0.3], [-0.3, 0.1, 0.4], [-0.6, -0.4, 0.5], [0.8, -0.2, -0.4], [0.6, -0.1, 0.1], [0.5, 0.3, 0.8], [-1.8, 0.0, 0.3], [1.5, 0.5, -0.6], [0.4, 0.2, -0.1], [0.0, 0.2, 0.3], [-0.1, -0.2, -0.2], [-0.2, 0.2, 0.1], [-0.5, 0.3, 0.5], [0.1, -0.5, 0.2], [0.3, 0.5, -0.2], [-0.6, 0.2, -0.2], [-0.2, 0.0, -0.6], [-0.7, -0.2, 0.1], [-0.2, -0.4, 0.4], [0.4, -0.3, -0.5], [-0.4, 0.1, -0.2], [0.1, 0.5, 0.4], [0.5, -0.5, 0.2], [0.0, -0.2, -0.6], [0.6, -0.1, 0.1], [-0.3, 0.3, -0.6], [-0.3, 0.4, 0.4], [0.2, -0.2, 0.0], [-0.5, 0.3, 0.0], [0.4, -0.4, 0.4]]}

=====

2.
{"formula": "C5H10FNO", "method": "ωB97M-V/def2-TZVPD", "homo_ev": -9.802, "lumo_energy_ev": 1.1, "smiles": "C/C=C/CO[C@@H](N)F", "gap_ev": 10.89, "species": ["C", "C", "C", "C", "C", "N", "O", "F", "H", "H", "H", "H", "H", "H", "H", "H", "H", "H"], "coordinates": [[2.0727, -0.6726, -0.3234], [1.1339, 0.1529, -0.0970], [3.5269, -0.3191, -0.5703], [-0.2958, -0.4206, 0.1394], [-2.6098, 0.2322, 0.4374], [-3.4024, 1.3739, 0.7816], [-1.3215, 0.5250, 0.3887], [-3.1021, -0.2612, -0.8724], [2.1123, -1.7542, -0.1143], [1.1049, 1.2518, -0.1118], [4.0544, -0.5116, 0.3573], [3.9838, -1.0145, -1.4119], [3.8214, 0.7603, -0.8772], [-0.2885, -1.0246, 1.0582], [-0.6583, -1.0075, -0.6897], [-2.8420, -0.7612, 1.1857], [-3.0021, 2.1999, 0.3569], [-4.2879, 1.2513, 0.3629]], "atomic_forces_ev_per_a": [[4.7, -1.6, -0.1], [-5.4, 1.9, 0.4], [1.3, 0.6, -2.2], [-0.1, -0.9, 1.1], [-1.9, -3.2, 1.1], [1.6, -0.5, 0.3], [1.0, 2.5, -0.3], [0.8, 0.3, 1.0], [-1.3, 0.4, -0.4], [0.7, -0.5, -0.3], [0.4, -0.2, 0.1], [-0.9, 1.3, 1.8], [-1.0, -1.7, 0.5], [0.3, -0.4, -0.3], [0.4, -0.4, -0.4], [0.5, 2.6, -2.0], [0.3, 0.1, 0.0], [-1.2, -0.2, -0.3]]}

=====

3.
{"formula": "C27H43BrN2O2SeSiTc", "method": "ωB97M-V/def2-TZVPD", "homo_ev": [-14.277, -14.387], "s2": 3.78, "lumo_energy_ev": [-6.8, -8.6], "charge": 2, "multiplicity": 4, "gap_ev": [7.43, 5.76], "species": ["Tc", "O", "N", "N", "O", "C", "C", "C", "C", "C", "C", "H", "H", "H", "H", "H", "C", "C", "C", "C", "C", "C", "Se", "C", "C", "C", "H", "H", "H", "H", "H", "H", "H", "H", "H", "H", "H", "C", "C", "C", "C", "Si", "Br", "C", "C", "C", "C", "C", "C", "C", "C", "H", "H", "H", "H", "H", "H", "H", "H", "H", "H", "H", "H", "H", "H", "H", "H", "H", "H", "H", "H", "H", "H", "H", "H", "H", "H", "H"], "coordinates": [[-1.1691, -0.1338, 1.3599], [-3.1554, 0.0263, 0.9151], [-3.9019, -0.9264, 1.2539], [-3.3783, -1.7332, 2.0380], [-2.1534, -1.4852, 2.4752], [-4.0320, -2.9210, 2.5006], [-4.8307, -3.5922, 1.5958], [-5.6266, -4.6206, 2.1092], [-5.5463, -5.0513, 3.4394], [-4.6068, -4.4459, 4.2424], [-3.8096, -3.4113, 3.7747], [-5.0432, -3.2367, 0.6211], [-6.4136, -5.0278, 1.3950], [-6.2193, -5.8629, 3.6210], [-4.3366, -4.7738, 5.2651], [-2.8993, -2.9864, 4.2571], [4.3742, 3.5858, 3.5404], [2.9693, 3.0964, 3.2971], [1.9018, 3.9878, 3.2180], [0.5891, 3.5319, 3.2442], [-0.5132, 4.5577, 3.4854], [0.3829, 2.1563, 3.0046], [-1.3779, 1.7557, 2.8235], [1.4232, 1.2533, 2.9557], [1.0705, -0.2104, 2.8754], [2.7192, 1.7199, 3.1344], [4.7377, 4.4206, 2.9765], [5.1417, 2.7478, 3.3955], [4.4819, 3.6901, 4.6496], [2.1079, 5.0600, 3.3169], [-0.0666, 5.4300, 3.9043], [-1.2207, 4.1966, 4.2160], [-1.0012, 4.7605, 2.5885], [0.4257, -0.6574, 3.6239], [2.1056, -0.7228, 2.9467], [0.9359, -0.5215, 1.7803], [3.4853, 1.0800, 3.1215], [0.7683, 2.6279, -3.8382], [-0.0691, 1.2561, -3.6933], [-1.4897, 1.6128, -3.3421], [-0.0941, 0.7194, -5.1655], [0.7130, 0.0544, -2.2989], [-0.0605, 1.3520, -0.3140], [-0.1424, -1.6062, -2.1244], [-1.6157, -1.6604, -2.6421], [-0.3270, -1.9916, -0.6489], [0.7183, -2.7583, -2.7830], [2.6110, 0.0494, -2.0395], [3.2350, 1.4336, -1.9970], [3.0466, -0.6400, -0.7596], [3.2304, -0.6467, -3.2888], [0.1464, 3.2224, -4.4476], [1.7387, 2.4841, -4.3470], [0.9249, 3.0867, -2.8869], [-2.0465, 1.9741, -4.1834], [-1.7472, 2.3411, -2.5932], [-2.0744, 0.7460, -3.0056], [-0.4327, 1.5404, -5.8730], [-0.8451, -0.0831, -5.1781], [0.8713, 0.3167, -5.5432], [-2.4154, -1.2157, -2.0658], [-2.0020, -2.7301, -2.7969], [-1.6379, -1.2975, -3.6804], [-1.0967, -1.2720, -0.3786], [0.6221, -1.9440, -0.0680], [-0.7548, -3.0362, -0.5168], [1.0878, -2.4796, -3.7740], [0.0877, -3.6954, -2.8941], [1.4896, -3.0699, -2.0704], [2.9215, 2.0178, -1.1153], [3.0883, 2.0396, -2.8825], [4.3194, 1.3722, -1.7811], [2.4590, -0.2695, 0.1066], [4.1207, -0.5512, -0.5296], [2.8800, -1.7278, -0.7224], [2.7366, -0.2380, -4.1710], [3.2321, -1.7546, -3.1797], [4.2522, -0.3151, -3.4489]], "atomic_forces_ev_per_a": [[-0.8, -0.7, 0.6], [2.2, 1.2, -0.9], [-1.9, -0.9, 0.0], [0.7, -0.3, 0.6], [1.2, 0.1, -0.2], [-0.2, -0.6, -0.7], [-1.4, -0.2, 1.4], [-0.9, -0.1, -1.3], [-0.2, 0.5, -2.0], [1.4, -0.3, 1.7], [1.1, 0.9, -0.3], [0.2, 0.3, -0.8], [1.2, 0.2, 1.2], [0.0, -0.3, 1.1], [-0.7, -0.1, -0.7], [-1.3, -0.5, 0.4], [1.1, -2.7, 1.3], [0.5, 0.0, -1.0], [-0.1, 0.2, 0.9], [0.7, 1.2, -0.2], [1.3, -1.6, 0.9], [-0.6, 1.8, 0.6], [-1.2, -0.5, 0.1], [0.4, -0.6, 0.5], [3.3, -0.7, -1.3], [-3.4, 2.1, -0.1], [-0.3, 0.7, -0.1], [-1.2, 0.9, -0.2], [-0.1, 0.7, -0.8], [-0.1, -0.4, 0.0], [0.2, 0.8, 0.1], [-0.4, -0.2, 0.2], [-1.0, 0.6, -1.5], [-0.2, 0.2, 0.0], [-1.7, 0.2, 0.1], [-0.7, 0.0, 0.5], [2.9, -2.5, 0.1], [0.1, -2.4, 0.4], [2.1, 1.3, -0.4], [-1.6, -0.9, 0.7], [-0.2, -0.4, 0.1], [0.0, 1.2, -1.4], [0.3, 0.1, -0.5], [-1.2, -1.8, 0.5], [0.1, -1.7, -2.3], [1.0, -1.4, 0.5], [-1.3, -0.5, 0.3], [0.7, -0.2, -0.4], [0.4, 1.1, 1.2], [-0.5, -1.1, 1.2], [-0.3, -0.3, 0.4], [-0.6, 1.0, -0.7], [-0.5, 0.0, 0.2], [0.1, 0.5, 0.6], [0.0, 0.2, -0.9], [0.9, 0.6, 0.6], [0.2, 0.0, -0.2], [0.4, -0.9, 1.0], [0.2, 0.1, -0.5], [-0.6, 0.3, 0.3], [0.2, 0.7, 0.3], [1.0, 1.1, 0.6], [-0.3, 0.2, 0.4], [-0.6, 0.2, 0.8], [-0.7, 0.1, -0.2], [0.4, 1.3, -0.3], [0.2, -0.2, 0.3], [0.4, 1.2, 0.0], [0.3, 0.3, -0.5], [-0.4, 0.0, -0.3], [0.0, 0.0, -0.1], [-0.3, -0.4, -0.6], [0.5, 0.2, -0.2], [-0.3, 0.4, -0.3], [-0.1, 0.2, -0.4], [-0.2, -0.6, -0.4], [-0.2, 0.9, -0.5], [0.3, -0.1, 0.4]]}

=====

4.
{"formula": "C20H31ClN2O4S", "method": "ωB97M-V/def2-TZVPD", "homo_ev": -9.475, "lumo_energy_ev": 0.1, "smiles": "CC(C)OCCCNC(=O)[C@H]1CC[C@H](CNS(=O)(=O)c2ccc(Cl)cc2)CC1", "gap_ev": 9.58, "species": ["C", "H", "H", "H", "C", "C", "H", "H", "H", "O", "C", "C", "H", "C", "N", "C", "O", "C", "C", "C", "C", "C", "C", "H", "H", "H", "H", "H", "C", "N", "S", "O", "O", "C", "C", "C", "C", "C", "C", "H", "H", "Cl", "H", "H", "H", "H", "H", "H", "H", "H", "H", "H", "H", "H", "H", "H", "H", "H", "H"], "coordinates": [[3.6400, 4.4357, 1.5156], [3.2544, 3.7470, 2.2634], [2.8579, 4.6404, 0.7881], [3.9129, 5.3629, 2.0117], [4.8647, 3.8498, 0.8077], [5.4812, 4.8678, -0.1467], [5.8118, 5.7456, 0.4011], [6.3304, 4.4252, -0.6594], [4.7459, 5.1640, -0.8897], [4.5454, 2.7100, 0.0278], [4.2106, 1.5555, 0.7612], [4.1950, 0.3679, -0.1970], [3.5505, 0.6157, -1.0431], [3.6959, -0.9036, 0.4889], [2.3184, -0.7825, 0.9049], [1.9455, -0.6625, 2.1979], [2.7310, -0.7377, 3.1196], [0.4513, -0.4282, 2.4115], [0.0654, 0.9804, 1.9428], [-1.4291, 1.2325, 2.1366], [-2.2180, 0.1806, 1.3609], [-1.8863, -1.2052, 1.9117], [-0.4016, -1.4982, 1.7242], [-0.1891, -1.5307, 0.6535], [-0.1553, -2.4763, 2.1416], [-2.1403, -1.2423, 2.9730], [-2.4827, -1.9567, 1.3928], [-1.8957, 0.2285, 0.3178], [-3.7263, 0.4325, 1.3645], [-4.3597, -0.4950, 0.4412], [-4.2323, -0.1126, -1.1879], [-4.0936, 1.3042, -1.3732], [-5.3057, -0.7991, -1.8414], [-2.6815, -0.8917, -1.6388], [-1.6543, -0.1154, -2.1428], [-0.4234, -0.6924, -2.4032], [-0.2470, -2.0476, -2.1532], [-1.2909, -2.8343, -1.6826], [-2.5183, -2.2464, -1.4260], [-3.3505, -2.8238, -1.0579], [-1.1359, -3.8874, -1.5097], [1.3026, -2.7607, -2.4179], [0.3933, -0.1022, -2.7886], [-1.8317, 0.9363, -2.3054], [-5.3275, -0.6887, 0.6480], [-4.1382, 0.2703, 2.3624], [-3.9279, 1.4661, 1.0565], [-1.6822, 2.2314, 1.7772], [-1.6804, 1.1804, 3.1976], [0.3089, 1.1018, 0.8840], [0.6428, 1.7163, 2.5062], [0.2837, -0.4879, 3.4916], [1.6391, -0.6389, 0.1755], [4.2776, -1.1025, 1.3915], [3.7885, -1.7538, -0.1942], [5.2015, 0.2047, -0.5817], [4.9449, 1.3835, 1.5625], [3.2218, 1.6644, 1.2299], [5.6108, 3.5616, 1.5693]], "atomic_forces_ev_per_a": [[0.3, -0.3, -0.1], [-0.1, 0.0, 0.1], [-0.1, 0.0, -0.1], [0.0, 0.1, 0.1], [0.0, 0.4, 0.1], [-0.1, -0.4, 0.2], [0.0, 0.1, 0.0], [0.1, 0.0, -0.1], [-0.1, 0.1, -0.1], [0.1, 0.0, -0.2], [-0.1, -0.2, 0.0], [0.0, 0.2, 0.4], [0.0, 0.0, -0.1], [0.3, 0.1, -0.1], [0.0, 0.0, -0.4], [-0.7, 0.0, 0.1], [0.3, 0.0, 0.4], [0.2, 0.0, -0.2], [-0.1, 0.0, 0.3], [0.0, -0.1, -0.4], [-0.3, 0.1, 0.6], [0.2, 0.1, -0.4], [-0.2, 0.0, 0.3], [0.0, 0.0, -0.1], [0.1, -0.1, -0.1], [-0.1, 0.0, 0.1], [0.0, -0.1, 0.1], [0.1, 0.0, 0.1], [0.7, 0.4, 0.1], [-0.2, 0.0, -0.9], [-0.1, -0.3, 0.2], [0.3, -0.1, 0.1], [0.0, -0.3, 0.1], [-0.4, 0.3, 0.1], [-0.1, 0.1, 0.0], [0.0, -0.2, 0.0], [-0.3, 0.2, 0.0], [0.0, 0.1, 0.0], [0.0, -0.1, 0.0], [-0.1, -0.2, 0.1], [0.0, -0.1, 0.0], [0.2, -0.1, 0.0], [0.1, 0.0, 0.0], [0.1, 0.1, 0.0], [-0.2, -0.1, -0.1], [-0.1, 0.0, 0.0], [0.0, -0.1, 0.2], [0.0, 0.1, 0.1], [-0.1, 0.0, 0.1], [0.0, 0.1, -0.1], [0.1, 0.0, -0.1], [0.1, 0.0, -0.1], [-0.1, 0.0, 0.1], [0.0, -0.1, -0.1], [0.1, 0.0, 0.1], [0.0, 0.0, -0.1], [-0.1, 0.0, 0.0], [0.1, 0.0, 0.0], [-0.1, 0.0, -0.1]]}

=====

Number 1: calculated total energy -35304.3868 eV. Number 2: calculated total energy -11600.3272 eV. Number 3: calculated total energy -181217.6095 eV. Number 4: calculated total energy -55771.8864 eV.